Entry 1:
Below is the ion C3H4NS with charge +1, with properties calculated with ωB97M-V/def2-TZVPD.

The geometry in ORCA input format:
```
! RIJCOSX wB97M-V def2-TZVPD def2/J DEFGRID3
* xyz 1 1
C 0.37 -1.41 0.23
C -0.82 -0.96 -0.08
C -0.17 1.10 0.21
N 0.59 -0.11 -0.26
S -1.90 0.41 0.01
H 1.11 -2.25 0.35
H 0.01 1.31 1.20
H 0.02 2.05 -0.44
H 0.80 -0.13 -1.21
*
```

## Properties
HOMO (hartree): -0.5425
E_LUMO (hartree): -0.1943
E (hartree): -569.197752
ΔE to the lowest compared entry with this formula, charge and spin (kJ/mol): 393.2
Max |F| (eV Å⁻¹): 2.94
SMILES: C1=C2SC[N@@H+]12

Taken from the Löwdin analysis, the atomic charges in e are:
1. C 0.0217
2. C -0.2712
3. C -0.2828
4. N -0.0303
5. S 1.0287
6. H 0.1730
7. H 0.0692
8. H 0.1571
9. H 0.1346


Entry 2:
Below is a structure of composition C39H28BrN6PtS3, with properties calculated with ωB97M-V/def2-TZVPD.

The geometry in ORCA input format:
```
! RIJCOSX wB97M-V def2-TZVPD def2/J DEFGRID3
* xyz 1 1
Pt 0.79 0.83 0.43
S 1.54 1.90 7.37
C 2.51 3.27 7.65
C 2.93 3.84 6.49
C 2.45 3.14 5.35
C 1.68 2.05 5.65
C 1.02 1.11 4.72
C 1.15 1.29 3.34
N 0.62 0.50 2.43
C -0.13 -0.56 2.82
C -0.33 -0.81 4.18
C -1.14 -1.93 4.58
C -1.70 -2.75 3.68
C -1.52 -2.53 2.26
C -2.10 -3.35 1.29
C -1.92 -3.10 -0.04
C -1.12 -1.98 -0.36
N -0.55 -1.21 0.54
C -0.75 -1.45 1.84
C -2.54 -3.94 -1.10
C -2.45 -3.81 -2.45
C -3.19 -4.80 -3.17
C -3.83 -5.66 -2.33
S -3.53 -5.29 -0.70
C 0.26 0.05 5.12
H 2.72 3.58 8.67
H 3.55 4.72 6.45
H 2.67 3.44 4.33
H 1.73 2.12 2.95
H -1.28 -2.11 5.65
H -2.31 -3.60 4.00
H -2.71 -4.20 1.61
H -0.94 -1.70 -1.40
H -1.88 -3.03 -2.95
H -3.26 -4.84 -4.25
H -4.46 -6.51 -2.59
H 0.12 -0.15 6.18
Br -3.44 6.06 0.62
C -2.28 4.57 0.64
C -0.95 4.74 0.97
C -0.10 3.64 0.96
C -0.56 2.36 0.61
C -1.92 2.22 0.31
C -2.78 3.32 0.32
H -0.59 5.73 1.25
H 0.94 3.80 1.22
H -2.33 1.24 0.06
H -3.84 3.19 0.10
S 0.77 0.70 -6.17
C 0.77 0.79 -4.39
C 1.60 -0.01 -3.63
C 1.60 0.12 -2.26
N 0.85 1.02 -1.62
C 0.04 1.80 -2.34
C -0.03 1.71 -3.73
C -0.43 -0.62 -6.34
C -1.78 -0.34 -6.36
C -2.67 -1.41 -6.47
N -2.27 -2.69 -6.56
C -0.95 -2.93 -6.57
C 0.01 -1.93 -6.46
H 2.25 -0.74 -4.11
H 2.23 -0.50 -1.64
H -0.56 2.51 -1.80
H -0.70 2.36 -4.28
H -2.15 0.68 -6.29
H -3.74 -1.24 -6.48
H -0.65 -3.97 -6.66
H 1.06 -2.17 -6.47
N 3.86 -0.39 1.25
C 5.18 -0.16 1.08
C 5.29 0.87 0.19
C 3.96 1.22 -0.13
N 3.09 0.45 0.51
H 3.42 -1.08 1.82
H 5.93 -0.74 1.60
H 6.20 1.33 -0.18
H 3.59 1.99 -0.80
*
```

## Properties
HOMO (hartree): -0.3682
E_LUMO (hartree): -0.1128
E (hartree): -5719.228192
ΔE to the lowest compared entry with this formula, charge and spin (kJ/mol): 2.8
Max |F| (eV Å⁻¹): 1.73

Taken from the Löwdin analysis, the atomic charges in e are:
1. Pt 1.0876
2. S 1.0647
3. C -0.4005
4. C -0.1686
5. C -0.1193
6. C -0.4800
7. C -0.1743
8. C -0.0507
9. N -0.0630
10. C -0.1191
11. C -0.1198
12. C -0.0074
13. C -0.0014
14. C -0.1230
15. C 0.0259
16. C -0.1781
17. C -0.0460
18. N 0.0405
19. C -0.1616
20. C -0.4811
21. C -0.1193
22. C -0.1711
23. C -0.4023
24. S 1.0639
25. C 0.0407
26. H 0.0786
27. H 0.1112
28. H 0.1116
29. H 0.1096
30. H 0.1258
31. H 0.1263
32. H 0.1087
33. H 0.1159
34. H 0.1042
35. H 0.1051
36. H 0.0780
37. H 0.1158
38. Br 0.7441
39. C -0.7105
40. C -0.1308
41. C -0.1257
42. C -0.3332
43. C -0.1396
44. C -0.1360
45. H 0.1029
46. H 0.0801
47. H 0.0939
48. H 0.1033
49. S 1.0033
50. C -0.5016
51. C -0.0489
52. C -0.1309
53. N -0.1058
54. C -0.0781
55. C -0.0373
56. C -0.5178
57. C -0.0765
58. C -0.1287
59. N 0.0652
60. C -0.1353
61. C -0.0824
62. H 0.1182
63. H 0.1016
64. H 0.1049
65. H 0.1204
66. H 0.1081
67. H 0.1118
68. H 0.1111
69. H 0.1058
70. N -0.0007
71. C -0.0789
72. C -0.0480
73. C -0.1514
74. N -0.1030
75. H 0.1527
76. H 0.1277
77. H 0.1068
78. H 0.1123


Please write out number 1 again, unchanged.
Below is the ion C3H4NS with charge +1, with properties calculated with ωB97M-V/def2-TZVPD.

The geometry in ORCA input format:
```
! RIJCOSX wB97M-V def2-TZVPD def2/J DEFGRID3
* xyz 1 1
C 0.37 -1.41 0.23
C -0.82 -0.96 -0.08
C -0.17 1.10 0.21
N 0.59 -0.11 -0.26
S -1.90 0.41 0.01
H 1.11 -2.25 0.35
H 0.01 1.31 1.20
H 0.02 2.05 -0.44
H 0.80 -0.13 -1.21
*
```

## Properties
HOMO (hartree): -0.5425
E_LUMO (hartree): -0.1943
E (hartree): -569.197752
ΔE to the lowest compared entry with this formula, charge and spin (kJ/mol): 393.2
Max |F| (eV Å⁻¹): 2.94
SMILES: C1=C2SC[N@@H+]12

Taken from the Löwdin analysis, the atomic charges in e are:
1. C 0.0217
2. C -0.2712
3. C -0.2828
4. N -0.0303
5. S 1.0287
6. H 0.1730
7. H 0.0692
8. H 0.1571
9. H 0.1346


max |F| of number 2 (C39H28BrN6PtS3)?
1.73 eV Å⁻¹